The following is a quantum chemistry calculation of a structure of composition C4H6N2O at a distorted geometry, from the Open Molecules 2025 dataset.

Summary:
E_tot in a.u.: -339.6669
Orbital gap (spin up / spin down) in eV: 6.944 / 6.073
HOMO energy (spin up / spin down) in Ha: -0.7715 / -0.7695
Net charge: +2
Relative energy (zero: lowest compared OMol25 entry of this formula, charge and spin) in kcal/mol: 198.0

```
13
Properties=species:S:1:pos:R:3:lowdin_charge:R:1
C -1.137 -1.633 -2.915 0.320
C -0.651 -0.719 -1.018 -0.021
C 1.183 0.396 -0.007 -0.047
C -0.256 0.003 0.050 -0.182
N -0.270 -1.013 -2.160 0.295
N -2.332 -1.513 -1.141 0.316
O -2.147 -2.091 -2.225 0.166
H 1.877 -0.560 -0.049 0.158
H 1.405 1.262 0.720 0.146
H 1.351 0.924 -1.074 0.151
H -0.943 0.915 0.070 0.232
H -0.388 -0.505 1.077 0.228
H -3.196 -1.638 -0.581 0.238
```

---

The following is a quantum chemistry calculation of an isolated molecule of C4H6N2O2 at a distorted geometry, from the Open Molecules 2025 dataset.

Summary:
E_tot in a.u.: -415.6877
Orbital gap in eV: 9.907
HOMO energy in Ha: -0.3547
SMILES: O=C1NNC[C@H]2O[C@H]12
Net charge: 0
Relative energy (zero: lowest compared OMol25 entry of this formula, charge and spin) in kcal/mol: 221.5

```
14
Properties=species:S:1:pos:R:3:lowdin_charge:R:1
O -2.545 -0.401 -0.592 0.026
C -1.533 -0.049 0.100 -0.382
N -0.959 1.413 0.476 0.037
N 0.576 1.370 -0.218 -0.084
C 1.407 -0.049 -0.369 -0.149
C 0.282 -0.914 -0.547 -0.323
O 0.000 -2.170 0.191 0.033
C -0.511 -0.909 0.777 -0.167
H -1.544 1.895 -0.466 0.186
H 1.285 2.071 0.476 0.169
H 2.460 -0.351 -1.050 0.193
H 1.566 -0.463 0.766 0.138
H -0.256 -0.853 -1.424 0.127
H -0.229 -0.590 1.879 0.196
```

---

The following is a quantum chemistry calculation of a structure of composition C4H6N2O2 at a distorted geometry, from the Open Molecules 2025 dataset.

Summary:
E_tot in a.u.: -415.7831
Orbital gap in eV: 9.168
HOMO energy in Ha: -0.3333
Net charge: 0
Relative energy (zero: lowest compared OMol25 entry of this formula, charge and spin) in kcal/mol: 161.6

```
14
Properties=species:S:1:pos:R:3:lowdin_charge:R:1
C 0.352 0.346 0.000 -0.330
C 1.965 0.388 -0.061 -0.194
C -1.128 -1.484 0.794 -0.083
C -1.466 -1.187 -0.728 -0.089
H -1.711 2.594 0.710 0.281
H 2.392 1.449 -0.167 0.126
H -1.589 -0.888 1.659 0.123
H -0.681 -2.612 1.008 0.152
H -2.254 -0.346 -0.906 0.117
H -1.503 -2.030 -1.493 0.113
N -0.094 1.570 0.177 -0.004
N -0.195 -0.826 -0.099 -0.111
O -1.454 1.648 -0.121 -0.175
O 2.582 -0.617 -0.053 0.073
```

---

The following is a quantum chemistry calculation of an isolated molecule of C4H6N2O2 at a distorted geometry, from the Open Molecules 2025 dataset.

Summary:
E_tot in a.u.: -415.8916
Orbital gap in eV: 10.065
HOMO energy in Ha: -0.3589
SMILES: N#CCNCC(=O)O
Net charge: 0
Relative energy (zero: lowest compared OMol25 entry of this formula, charge and spin) in kcal/mol: 93.5

```
14
Properties=species:S:1:pos:R:3:lowdin_charge:R:1
N 2.239 0.651 -2.161 0.145
C 1.155 0.801 -1.601 -0.196
C -0.252 0.527 -1.389 -0.192
N -0.502 1.100 0.031 -0.063
C 0.388 0.431 1.123 -0.121
C 0.100 -0.963 1.164 -0.431
O 0.492 -2.131 1.553 0.021
O -1.161 -1.045 0.593 -0.050
H -1.005 0.795 -2.193 0.144
H -0.413 -0.570 -1.404 0.110
H -1.540 1.122 0.427 0.166
H 1.513 0.500 1.102 0.156
H 0.268 0.892 2.032 0.105
H -1.282 -2.109 0.726 0.208
```

---

The following is a quantum chemistry calculation of an isolated molecule of C4H6N2O2 at a distorted geometry, from the Open Molecules 2025 dataset.

Summary:
E_tot in a.u.: -415.7855
Orbital gap in eV: 9.851
HOMO energy in Ha: -0.3345
SMILES: CNn1occc1=O
Net charge: 0
Relative energy (zero: lowest compared OMol25 entry of this formula, charge and spin) in kcal/mol: 160.1

```
14
Properties=species:S:1:pos:R:3:lowdin_charge:R:1
C 2.590 -0.416 -0.311 -0.103
N 1.532 0.201 0.438 -0.042
N 0.243 -0.102 -0.121 -0.102
O -0.377 -1.328 0.066 -0.016
C -1.785 -1.109 0.051 -0.052
C -2.033 0.227 -0.156 0.085
C -0.563 0.785 -0.158 -0.597
O -0.368 1.941 0.068 0.070
H 2.763 -0.004 -1.305 0.076
H 3.196 0.287 0.406 0.139
H 2.336 -1.486 -0.450 0.088
H 1.378 -0.178 1.496 0.209
H -2.507 -1.955 0.382 0.152
H -2.886 0.816 -0.379 0.093
```

---

The following is a quantum chemistry calculation of an isolated molecule of C4H6N2O2 at a distorted geometry, from the Open Molecules 2025 dataset.

Summary:
E_tot in a.u.: -416.0088
Orbital gap in eV: 9.964
HOMO energy in Ha: -0.3633
SMILES: [H]/N=C\CC(=O)C(N)=O
Net charge: 0
Relative energy (zero: lowest compared OMol25 entry of this formula, charge and spin) in kcal/mol: 20.0

```
14
Properties=species:S:1:pos:R:3:lowdin_charge:R:1
H -2.229 1.415 1.685 0.055
N -1.864 1.781 0.809 0.109
C -1.340 0.947 0.041 -0.245
C -1.169 -0.541 0.260 -0.091
C 0.292 -0.806 0.444 -0.324
O 0.817 -1.147 1.480 0.120
C 1.117 -0.556 -0.826 -0.498
N 2.266 0.083 -0.578 0.192
O 0.707 -0.862 -1.932 0.076
H -0.935 1.325 -0.896 0.114
H -1.477 -1.047 -0.657 0.126
H -1.743 -0.890 1.121 0.127
H 2.935 0.195 -1.324 0.122
H 2.623 0.102 0.373 0.117
```

---

The following is a quantum chemistry calculation of an isolated molecule of C4H6N2O2 at a distorted geometry, from the Open Molecules 2025 dataset.

Summary:
E_tot in a.u.: -415.9147
Orbital gap in eV: 9.201
HOMO energy in Ha: -0.3115
SMILES: C=CNC1=NOCO1
Net charge: 0
Relative energy (zero: lowest compared OMol25 entry of this formula, charge and spin) in kcal/mol: 79.0

```
14
Properties=species:S:1:pos:R:3:lowdin_charge:R:1
C -2.537 0.944 0.023 0.013
C -2.327 -0.376 0.084 -0.186
N -1.064 -0.981 -0.112 0.086
C 0.119 -0.319 -0.031 -0.451
N 0.322 0.925 -0.055 0.128
O 1.735 1.147 -0.009 -0.059
C 2.284 -0.143 0.089 -0.187
O 1.231 -1.064 -0.023 0.055
H -3.575 1.263 -0.027 0.052
H -1.695 1.620 -0.061 0.033
H -3.096 -1.119 0.304 0.107
H -1.115 -1.990 -0.064 0.149
H 2.777 -0.350 1.037 0.130
H 2.936 -0.333 -0.759 0.130
```

---

The following is a quantum chemistry calculation of an isolated molecule of C4H6N2O2 at a distorted geometry, from the Open Molecules 2025 dataset.

Summary:
E_tot in a.u.: -415.7621
Orbital gap in eV: 9.267
HOMO energy in Ha: -0.3061
SMILES: O/N=C1/NO[C@H]2C[C@@H]12
Net charge: 0
Relative energy (zero: lowest compared OMol25 entry of this formula, charge and spin) in kcal/mol: 174.8

```
14
Properties=species:S:1:pos:R:3:lowdin_charge:R:1
O 2.008 -0.270 1.546 -0.105
N 1.178 -1.196 1.086 -0.028
C 0.373 -0.508 0.274 -0.254
N -0.436 -1.211 -0.698 0.064
O -1.440 -0.304 -1.201 -0.116
C -0.947 0.927 -1.220 -0.322
C -1.093 1.508 0.123 -0.096
C 0.302 0.977 -0.242 -0.079
H 2.272 -0.883 2.338 0.152
H -1.132 -1.900 -0.108 0.203
H -1.162 1.575 -2.194 0.193
H -1.243 2.552 0.491 0.115
H -1.494 1.087 1.029 0.107
H 1.218 1.582 -0.643 0.168
```

---

The following is a quantum chemistry calculation of an isolated molecule of C4H6N2O2 at a distorted geometry, from the Open Molecules 2025 dataset.

Summary:
E_tot in a.u.: -415.9964
Orbital gap in eV: 8.719
HOMO energy in Ha: -0.2905
SMILES: CNc1nc(O)co1
Net charge: 0
Relative energy (zero: lowest compared OMol25 entry of this formula, charge and spin) in kcal/mol: 27.7

```
14
Properties=species:S:1:pos:R:3:lowdin_charge:R:1
C -2.072 1.368 0.117 -0.090
N -1.533 0.137 -0.437 0.017
C -0.237 -0.212 -0.229 -0.421
N 0.727 0.512 0.203 0.212
C 1.801 -0.339 0.206 -0.431
O 2.973 0.131 0.644 0.079
C 1.458 -1.531 -0.273 -0.070
O 0.113 -1.489 -0.564 0.063
H -1.373 2.190 -0.092 0.082
H -3.040 1.573 -0.373 0.083
H -2.245 1.364 1.233 0.095
H -2.155 -0.625 -0.550 0.124
H 3.643 -0.584 0.497 0.138
H 1.942 -2.494 -0.382 0.122
```

---

The following is a quantum chemistry calculation of a structure of composition C4H6N2O2 at a distorted geometry, from the Open Molecules 2025 dataset.

Summary:
E_tot in a.u.: -415.7269
Orbital gap in eV: 9.254
HOMO energy in Ha: -0.3242
Net charge: 0
Relative energy (zero: lowest compared OMol25 entry of this formula, charge and spin) in kcal/mol: 196.9

```
14
Properties=species:S:1:pos:R:3:lowdin_charge:R:1
C -0.779 1.366 0.620 -0.366
C 0.456 0.463 0.604 -0.131
C 0.260 -1.446 -1.110 -0.163
C -0.882 0.136 -0.008 -0.265
H 0.180 2.207 -0.864 0.281
H -1.493 1.294 1.465 0.169
H 1.160 0.887 -0.055 0.114
H 2.082 -1.930 -0.035 0.187
H 0.487 -2.246 -1.815 0.110
H -1.408 -0.624 0.646 0.180
N 0.970 -1.811 0.167 -0.027
N -0.644 -0.537 -1.306 0.086
O -0.756 2.532 -0.091 -0.019
O 1.054 -0.815 1.090 -0.157
```

---

Q: Among the records above, which one has the highest E_tot?
A: C4H6N2O